Entry 1:
Molecular formula: C2H10NO2S
Method: DFT, wB97M-V/def2-TZVPD

Results
- Relative energy (zero: lowest compared OMol25 entry of this formula, charge and spin): 46.5 kJ/mol
- Charge: 0
- 2S+1: 2
- E_HOMO (alpha / beta): -9.8 / -9.4 eV
- DFT total energy: -685.55090 a.u.
- E_LUMO (alpha / beta): 0.4 / -2.4 eV
- Molar mass: 112.17 g mol⁻¹
- Largest force on an atom: 1.41 eV Å⁻¹

Structure (XYZ):
```
16
Properties=species:S:1:pos:R:3:nbo_charge:R:1
C -0.502 0.305 -0.501 -0.229
S 1.306 0.471 1.570 0.111
H -1.882 -0.698 0.652 0.335
C 0.703 -0.429 0.148 -0.619
H -1.429 0.764 1.100 0.356
H 3.184 2.174 -1.533 0.466
H -0.142 1.339 -0.512 0.184
H 0.331 -1.397 0.513 0.230
H -2.804 -4.317 -0.192 0.465
H -0.677 0.020 -1.512 0.199
O 2.495 2.579 -2.074 -0.930
H -2.681 -2.892 -0.658 0.462
H 1.483 -0.705 -0.549 0.236
N -1.745 0.237 0.290 -0.805
H 1.893 2.919 -1.403 0.465
O -3.238 -3.674 -0.760 -0.926
```

Entry 2:
Molecular formula: C4H6NO3
Method: DFT, wB97M-V/def2-TZVPD

Results
- Relative energy (zero: lowest compared OMol25 entry of this formula, charge and spin): 0.0 kJ/mol
- Charge: +1
- E_HOMO: -14.6 eV
- DFT total energy: -436.23246 a.u.
- E_LUMO: -4.7 eV
- Molar mass: 116.10 g mol⁻¹
- Largest force on an atom: 1.34 eV Å⁻¹

Structure (XYZ):
```
14
Properties=species:S:1:pos:R:3:nbo_charge:R:1
H 2.556 0.982 2.280 0.420
H -0.079 0.004 -0.227 0.373
H -1.462 -0.580 -3.138 0.134
C 0.669 1.026 1.512 0.257
O -3.007 -1.603 -2.464 -0.634
C 1.914 -0.374 -0.061 0.850
C 0.816 0.224 0.387 -0.654
C -1.941 -0.909 -2.205 0.683
H 1.416 1.932 3.159 0.438
N 1.609 1.333 2.368 -0.665
O 2.802 -0.903 -0.531 -0.305
H -0.317 1.440 1.688 0.249
H -3.468 -1.912 -1.663 0.509
O -1.510 -0.659 -1.105 -0.657
```

Entry 3:
Molecular formula: C4H17NO3
Method: DFT, wB97M-V/def2-TZVPD

Results
- Relative energy (zero: lowest compared OMol25 entry of this formula, charge and spin): 127.0 kJ/mol
- Charge: 0
- E_HOMO: -8.7 eV
- DFT total energy: -443.02890 a.u.
- Structure (SMILES): CCNCC.O.O.O
- E_LUMO: 0.0 eV
- Molar mass: 127.18 g mol⁻¹
- Largest force on an atom: 1.20 eV Å⁻¹

Structure (XYZ):
```
25
Properties=species:S:1:pos:R:3:nbo_charge:R:1
H -0.009 -1.376 1.453 0.193
H 3.330 -0.883 -0.394 0.213
H -2.189 2.275 -2.204 0.458
H 1.986 -0.322 3.262 0.347
H 1.657 0.842 1.056 0.163
H 0.082 0.320 3.929 0.192
O -1.954 2.512 -1.288 -0.926
N 1.753 -0.856 2.436 -0.615
H 0.068 -1.874 3.138 0.184
H 0.102 1.423 -4.282 0.467
C 2.214 -0.085 1.287 -0.226
C 2.316 -0.936 0.009 -0.629
O 0.485 1.558 -5.167 -0.933
H -3.244 -2.653 -1.557 0.467
H -1.530 -0.168 3.276 0.211
H 1.914 -1.934 0.189 0.218
O -3.253 -1.811 -1.080 -0.927
H -0.614 1.007 2.410 0.205
H -3.224 -1.200 -1.828 0.460
C -0.512 0.119 3.029 -0.628
H -2.756 2.213 -0.829 0.468
C 0.312 -1.068 2.438 -0.217
H 3.209 0.310 1.528 0.190
H -0.208 2.020 -5.659 0.467
H 1.709 -0.481 -0.787 0.200
```

Entry 4:
Molecular formula: C2HNO
Method: DFT, wB97M-V/def2-TZVPD

Results
- Relative energy (zero: lowest compared OMol25 entry of this formula, charge and spin): 158.6 kJ/mol
- Charge: 0
- E_HOMO: -12.0 eV
- DFT total energy: -206.71260 a.u.
- E_LUMO: 0.0 eV
- Molar mass: 55.04 g mol⁻¹
- Largest force on an atom: 4.12 eV Å⁻¹

Structure (XYZ):
```
5
Properties=species:S:1:pos:R:3:nbo_charge:R:1
H -0.317 0.771 0.084 0.236
O -1.289 -1.222 -0.796 -0.405
C -1.270 -0.133 -0.504 0.530
N 1.983 0.171 0.778 -0.340
C 0.893 0.413 0.437 -0.021
```

Entry 5:
Molecular formula: C16H13ClN2O
Method: DFT, wB97M-V/def2-TZVPD

Results
- Relative energy (zero: lowest compared OMol25 entry of this formula, charge and spin): 50.6 kJ/mol
- Charge: 0
- E_HOMO: -7.4 eV
- DFT total energy: -1262.46539 a.u.
- Structure (SMILES): Oc1ccc(Cl)cc1CNc1cccc2cccnc12
- E_LUMO: 0.4 eV
- Molar mass: 284.75 g mol⁻¹
- Largest force on an atom: 0.69 eV Å⁻¹

Structure (XYZ):
```
33
Properties=species:S:1:pos:R:3:nbo_charge:R:1
H -2.217 -3.346 2.894 0.213
H -3.360 -3.332 0.712 0.210
H 0.017 2.973 -0.103 0.218
H 4.396 0.188 -2.791 0.228
H -3.774 -2.210 -1.455 0.214
C -1.604 0.060 -0.152 0.188
C -2.477 -0.566 -1.031 -0.272
N -0.518 -0.007 1.997 -0.452
C 0.115 1.890 -0.005 -0.269
C -3.106 -1.771 -0.729 -0.174
H -2.675 -0.096 -1.985 0.203
C -2.005 -1.811 1.399 -0.084
C 2.767 -0.355 -1.510 -0.067
C -1.356 -0.575 1.108 0.153
H 0.213 1.615 1.047 0.273
Cl 3.167 -2.039 -1.510 -0.005
C -0.888 -1.797 3.532 -0.265
H 0.388 -0.068 3.804 0.189
C 1.673 0.086 -0.786 -0.158
N -1.101 1.283 -0.501 -0.569
C 1.330 1.429 -0.772 -0.093
C -2.879 -2.397 0.468 -0.250
H 1.079 -0.616 -0.222 0.223
H 2.398 4.154 -2.020 0.483
C -1.738 -2.407 2.651 -0.128
H 3.811 2.582 -2.780 0.208
C 3.543 0.536 -2.231 -0.218
C 3.210 1.877 -2.220 -0.279
C 2.109 2.332 -1.503 0.303
O 1.765 3.651 -1.494 -0.674
C -0.298 -0.584 3.145 0.053
H -1.322 1.548 -1.452 0.379
H -0.665 -2.228 4.496 0.220
```

Entry 6:
Molecular formula: C2H6O4S
Method: DFT, wB97M-V/def2-TZVPD

Results
- Relative energy (zero: lowest compared OMol25 entry of this formula, charge and spin): 169.5 kJ/mol
- Charge: 0
- E_HOMO: -10.0 eV
- DFT total energy: -778.85806 a.u.
- Structure (SMILES): O=S(=O)=O.COC
- E_LUMO: -1.0 eV
- Molar mass: 126.13 g mol⁻¹
- Largest force on an atom: 2.81 eV Å⁻¹

Structure (XYZ):
```
13
Properties=species:S:1:pos:R:3:nbo_charge:R:1
O 0.778 1.723 -2.975 -0.813
O -1.014 0.183 -3.616 -0.810
O 0.356 -0.361 2.092 -0.544
O 1.217 -0.709 -2.958 -0.807
C 0.867 -0.167 0.791 -0.252
H -1.520 0.397 1.273 0.176
H -1.449 0.245 3.169 0.195
H -1.614 -1.105 2.024 0.175
H 1.018 0.839 0.463 0.166
S 0.324 0.389 -3.155 2.431
C -1.117 -0.180 2.109 -0.263
H 0.229 -0.689 0.014 0.150
H 1.925 -0.565 0.771 0.196
```

Entry 7:
Molecular formula: C37H26AuN5OP
Method: DFT, wB97M-V/def2-TZVPD

Results
- Relative energy (zero: lowest compared OMol25 entry of this formula, charge and spin): 0.0 kJ/mol
- Charge: +1
- 2S+1: 3
- E_HOMO (alpha / beta): -9.2 / -10.9 eV
- DFT total energy: -2251.28086 a.u.
- E_LUMO (alpha / beta): -3.2 / -4.0 eV
- Molar mass: 784.59 g mol⁻¹
- Largest force on an atom: 0.47 eV Å⁻¹

Structure (XYZ):
```
71
Properties=species:S:1:pos:R:3:mulliken_spin:R:1
H -1.135 -2.402 -4.000 0.008
C -1.193 -2.044 0.448 0.041
H 5.941 -1.000 3.090 0.002
C 1.747 -1.004 3.319 -0.033
H 0.367 -1.000 6.435 0.000
H -3.203 4.910 2.827 0.000
C 0.403 -0.831 -4.488 0.108
H 0.826 1.255 -1.199 -0.020
C -4.193 0.297 0.680 -0.001
C 1.633 -0.986 4.730 0.033
N 3.023 -0.943 2.865 0.097
H 2.448 0.037 -4.286 0.001
C 3.514 -0.799 -0.598 0.285
H -4.102 6.144 0.881 0.000
H -1.481 -1.118 2.599 0.002
C 0.424 -1.019 5.355 0.006
H -3.326 -3.454 0.737 0.001
Au 0.627 -1.062 0.521 -0.012
H 8.213 -1.007 -0.558 0.000
H -4.446 1.350 0.662 0.000
H 0.009 -2.800 -1.898 -0.105
N 3.148 -0.760 -1.882 -0.085
C 7.250 -0.974 -0.065 -0.039
H -0.570 1.166 -5.218 -0.002
H 8.125 -1.061 1.895 0.004
C 5.991 -0.972 2.010 -0.024
N 0.657 -0.795 -1.589 0.045
P -1.521 1.121 0.237 -0.016
C -2.868 3.427 -0.721 0.001
C 1.965 -0.772 -2.356 0.374
H -6.224 -0.312 0.975 0.000
H -3.872 5.201 -1.390 0.000
H 0.996 1.976 -3.407 -0.009
H -5.689 -2.731 1.000 0.000
H -3.177 0.335 -2.234 -0.002
C -3.113 4.494 1.833 0.000
C -2.869 -0.093 0.523 -0.016
C -1.241 0.800 -1.539 0.112
C 0.208 0.661 -1.873 -0.022
H 0.624 -1.344 -5.419 0.010
C -0.605 -1.099 3.224 0.003
C -2.574 -1.464 0.553 0.021
C -0.403 0.495 -4.381 0.000
H 6.131 -0.882 -1.907 0.005
C -3.616 5.187 0.738 0.000
H -2.779 3.016 -1.719 -0.001
C -2.366 2.725 0.370 0.000
C -0.740 -1.069 4.577 0.024
H -2.066 2.750 2.502 0.000
N 2.680 -0.761 0.496 0.008
C -2.113 0.363 -2.449 0.053
C -3.589 -2.404 0.720 0.006
C 1.579 -0.214 -3.686 0.016
C 4.839 -0.900 1.246 0.078
C -0.695 -1.503 -3.578 0.095
C -4.904 -1.998 0.869 0.001
C -0.192 -1.791 -2.227 0.767
C -3.488 4.658 -0.536 0.000
C 4.884 -0.867 -0.144 -0.003
C 7.201 -1.007 1.335 0.068
C 6.096 -0.905 -0.826 0.097
N 0.600 -1.084 2.586 0.035
H -1.726 -1.086 5.016 0.001
H -2.402 -0.413 -4.445 0.001
C 0.616 0.962 -3.321 0.001
C -2.479 3.276 1.647 0.000
H 2.564 -0.939 5.276 0.002
C 3.423 -0.860 1.631 0.014
C -1.603 -0.215 -3.735 -0.045
C -5.201 -0.644 0.855 0.001
O -0.989 -3.221 0.412 0.013
```

Entry 8:
Molecular formula: C4H7NO3
Method: DFT, wB97M-V/def2-TZVPD

Results
- Relative energy (zero: lowest compared OMol25 entry of this formula, charge and spin): 518.5 kJ/mol
- Charge: 0
- E_HOMO: -9.3 eV
- DFT total energy: -436.94589 a.u.
- Structure (SMILES): C=C(O)NOC(C)=O
- E_LUMO: 0.1 eV
- Molar mass: 117.10 g mol⁻¹
- Largest force on an atom: 4.00 eV Å⁻¹

Structure (XYZ):
```
15
Properties=species:S:1:pos:R:3:nbo_charge:R:1
H -0.303 -1.733 -1.156 0.240
C 0.965 -0.102 -0.561 0.788
O 1.850 0.681 -0.774 -0.555
H -1.668 1.243 -0.910 0.222
H -0.273 2.221 -0.291 0.232
H 0.882 1.304 1.624 0.359
H -2.118 -0.312 2.037 0.500
N 0.250 0.510 1.748 -0.371
H 1.378 -2.152 -0.896 0.260
C -0.892 0.626 0.950 0.528
H 0.973 -1.269 -2.354 0.234
O -1.802 -0.329 1.121 -0.666
O 0.843 -0.584 1.029 -0.471
C 0.717 -1.386 -1.302 -0.726
C -0.803 1.282 -0.263 -0.574
```

Q: Number 5 is which compound?
A: C16H13ClN2O